{"formula": "C5H13NO", "method": "wB97M-V/def2-TZVPD", "lumo_ha": 0.028, "e_tot_ev": -8932.0227, "total_charge": 0, "smiles": "CC(C)=C(C)N.O", "e_above_lowest_ev": 1.9881, "homo_energy_ev": -8.123, "symbols": ["C", "C", "C", "C", "C", "N", "H", "H", "H", "H", "H", "H", "H", "H", "H", "H", "H", "O", "H", "H"], "positions_angstrom": [[-0.641, 0.847, -2.339], [-0.122, 0.432, -0.974], [0.530, 1.518, -0.107], [-0.488, -0.782, -0.489], [0.232, -1.522, 0.706], [-1.380, -1.606, -1.225], [-1.556, 0.392, -2.662], [0.284, 0.809, -2.952], [-1.083, 1.853, -2.325], [1.282, 2.042, -0.694], [1.220, 1.008, 0.557], [-0.293, 2.128, 0.269], [1.004, -2.141, 0.270], [0.649, -0.776, 1.348], [-0.491, -2.090, 1.357], [-2.104, -1.077, -1.703], [-1.065, -2.387, -1.752], [1.488, 0.815, 3.751], [1.947, 0.684, 2.918], [0.674, 1.217, 3.441]]}



{"formula": "C5H13NO", "method": "wB97M-V/def2-TZVPD", "lumo_ha": [0.026, 0.026], "e_tot_ev": -8928.2920, "total_charge": 0, "e_above_lowest_ev": 5.7188, "homo_energy_ev": [-5.960, -5.964], "symbols": ["C", "C", "C", "C", "C", "N", "O", "H", "H", "H", "H", "H", "H", "H", "H", "H", "H", "H", "H", "H"], "positions_angstrom": [[-0.404, -0.410, -0.101], [0.384, 0.738, -0.018], [0.053, -1.600, -0.877], [-0.724, 1.277, -1.773], [1.479, -0.236, 1.821], [-1.541, -0.497, 0.583], [-0.061, 1.835, 0.700], [0.445, 1.770, 1.527], [1.334, 0.766, -0.522], [-1.826, 0.289, 1.148], [-2.152, -1.288, 0.497], [0.381, -2.368, -0.174], [0.887, -1.342, -1.524], [-0.757, -2.004, -1.488], [-1.736, 1.521, -1.465], [-0.680, 0.548, -2.578], [-0.125, 2.160, -1.977], [0.837, -0.476, 2.672], [2.266, 0.463, 2.119], [1.941, -1.146, 1.432]]}



{"formula": "C5H13NO", "method": "wB97M-V/def2-TZVPD", "lumo_ha": 0.034, "e_tot_ev": -8932.4319, "total_charge": 0, "smiles": "CC/C=C(/C)N.O", "e_above_lowest_ev": 1.5790, "homo_energy_ev": -7.684, "symbols": ["C", "C", "C", "C", "C", "N", "H", "H", "H", "H", "H", "H", "H", "H", "H", "H", "H", "O", "H", "H"], "positions_angstrom": [[-0.064, 1.412, 1.348], [0.082, 0.128, 0.492], [-0.728, 0.204, -0.771], [-0.290, -0.250, -1.958], [-0.962, 0.090, -3.245], [0.625, -1.310, -2.060], [0.007, 2.169, 0.577], [-0.922, 1.262, 1.986], [0.794, 1.615, 1.992], [-0.198, -0.744, 1.093], [1.122, -0.137, 0.285], [-1.400, 1.055, -0.899], [-1.600, 0.948, -3.178], [-0.203, 0.219, -4.015], [-1.566, -0.737, -3.628], [0.684, -1.672, -2.989], [1.352, -1.366, -1.374], [1.329, -0.734, 5.245], [1.480, -1.644, 5.517], [0.459, -0.508, 5.582]]}



{"formula": "C5H13NO", "method": "wB97M-V/def2-TZVPD", "lumo_ha": -0.006, "e_tot_ev": -8929.8363, "total_charge": 0, "smiles": "CCCNC.C=O", "e_above_lowest_ev": 4.1746, "homo_energy_ev": -8.670, "symbols": ["C", "C", "C", "N", "C", "H", "H", "H", "H", "H", "H", "H", "H", "H", "H", "H", "C", "O", "H", "H"], "positions_angstrom": [[2.566, -0.058, 0.050], [1.533, 0.987, -0.314], [-0.002, 0.446, -0.723], [-0.284, -0.064, 0.573], [-0.409, -1.516, 0.600], [3.547, 0.416, 0.118], [2.629, -0.839, -0.707], [2.344, -0.493, 1.022], [1.419, 1.739, 0.463], [1.814, 1.488, -1.242], [0.109, -0.307, -1.506], [-0.484, 1.377, -1.022], [-1.463, 0.338, 0.790], [-1.241, -1.851, -0.034], [-0.604, -1.837, 1.622], [0.498, -1.997, 0.230], [-2.876, 0.529, 0.096], [-2.530, 0.610, -1.115], [-3.207, 1.432, 0.643], [-3.359, -0.400, 0.456]]}



{"formula": "C5H13NO", "method": "wB97M-V/def2-TZVPD", "lumo_ha": 0.019, "e_tot_ev": -8931.7180, "total_charge": 0, "smiles": "C=C(CC)NC.O", "e_above_lowest_ev": 2.2929, "homo_energy_ev": -8.160, "symbols": ["C", "C", "C", "C", "N", "C", "H", "H", "H", "H", "H", "H", "H", "H", "H", "H", "H", "O", "H", "H"], "positions_angstrom": [[0.116, -1.546, 1.650], [-0.202, -0.470, 0.915], [-0.575, -0.635, -0.547], [-2.047, -0.927, -1.014], [-0.439, 0.833, 1.381], [0.530, 1.289, 2.343], [0.641, -1.401, 2.609], [-0.006, -2.520, 1.240], [-0.249, 0.284, -1.114], [0.032, -1.506, -0.781], [-2.470, 0.058, -1.075], [-2.392, -1.433, -1.944], [-2.648, -1.415, -0.205], [-0.620, 1.402, 0.516], [1.382, 0.629, 2.356], [0.131, 1.398, 3.366], [0.868, 2.320, 2.102], [2.787, 1.046, -4.259], [1.908, 0.953, -3.880], [3.253, 1.643, -3.660]]}



{"formula": "C5H13NO", "method": "wB97M-V/def2-TZVPD", "lumo_ha": 0.034, "e_tot_ev": -8930.0679, "total_charge": 0, "smiles": "C=CCCNC.O", "e_above_lowest_ev": 3.9430, "homo_energy_ev": -8.135, "symbols": ["C", "C", "C", "C", "N", "C", "H", "H", "H", "H", "H", "H", "H", "H", "H", "H", "H", "O", "H", "H"], "positions_angstrom": [[-1.650, 0.026, 0.658], [-1.530, 0.042, -0.635], [-0.361, -0.091, -1.517], [0.955, -0.009, -0.761], [1.516, -1.214, -0.259], [1.256, -1.550, 1.122], [-0.877, -0.340, 1.385], [-2.601, -0.011, 1.030], [-2.496, 0.415, -1.140], [-0.549, -1.068, -1.855], [-0.399, 0.643, -2.251], [1.745, -0.065, -1.483], [0.957, 0.889, -0.063], [1.319, -2.047, -0.754], [1.173, -2.568, 1.305], [0.773, -0.840, 1.691], [2.228, -1.499, 1.617], [-0.144, 3.278, 0.515], [-0.904, 2.962, 0.006], [-0.409, 3.049, 1.390]]}



{"formula": "C5H13NO", "method": "wB97M-V/def2-TZVPD", "lumo_ha": 0.030, "e_tot_ev": -8933.5628, "total_charge": 0, "smiles": "CCC(N)=O.CC", "e_above_lowest_ev": 0.4480, "homo_energy_ev": -9.799, "symbols": ["C", "C", "C", "N", "O", "H", "H", "H", "H", "H", "H", "H", "C", "C", "H", "H", "H", "H", "H", "H"], "positions_angstrom": [[-0.073, -0.935, -2.830], [0.082, -0.606, -1.370], [-0.425, -1.752, -0.534], [-1.718, -1.628, -0.120], [0.277, -2.683, -0.183], [-0.076, -0.113, -3.536], [-0.967, -1.509, -3.114], [0.763, -1.530, -3.247], [1.133, -0.404, -1.138], [-0.382, 0.365, -1.133], [-2.068, -2.468, 0.298], [-2.381, -1.030, -0.591], [0.385, 1.370, 1.678], [1.153, 2.246, 2.666], [-0.431, 0.785, 2.131], [-0.125, 1.908, 0.871], [0.975, 0.539, 1.302], [0.935, 1.918, 3.690], [0.716, 3.247, 2.571], [2.229, 2.278, 2.585]]}



{"formula": "C5H13NO", "method": "wB97M-V/def2-TZVPD", "lumo_ha": 0.024, "e_tot_ev": -8931.5157, "total_charge": 0, "smiles": "C=C(N)CCC.O", "e_above_lowest_ev": 2.4952, "homo_energy_ev": -8.396, "symbols": ["C", "C", "N", "C", "C", "C", "H", "H", "H", "H", "H", "H", "H", "H", "H", "H", "H", "O", "H", "H"], "positions_angstrom": [[0.564, -1.028, 1.651], [0.958, 0.238, 1.203], [2.197, 0.898, 1.722], [0.069, 1.263, 0.508], [-1.100, 0.630, -0.387], [-2.446, 1.446, -0.183], [-0.317, -1.501, 1.253], [1.117, -1.598, 2.264], [2.491, 1.589, 1.028], [2.924, 0.232, 1.912], [-0.328, 1.846, 1.403], [0.769, 1.887, -0.082], [-0.914, 0.640, -1.436], [-1.140, -0.459, -0.081], [-3.137, 1.270, 0.569], [-2.136, 2.456, -0.060], [-3.197, 1.290, -1.091], [1.489, -3.574, -3.745], [0.934, -3.117, -3.105], [1.204, -4.409, -3.344]]}



{"formula": "C5H13NO", "method": "wB97M-V/def2-TZVPD", "lumo_ha": 0.039, "e_tot_ev": -8932.3725, "total_charge": 0, "smiles": "CCCCNCO", "e_above_lowest_ev": 1.6384, "homo_energy_ev": -9.118, "symbols": ["C", "C", "C", "C", "N", "C", "O", "H", "H", "H", "H", "H", "H", "H", "H", "H", "H", "H", "H", "H"], "positions_angstrom": [[2.880, 0.293, 0.372], [1.603, 1.111, 0.715], [0.393, 1.143, -0.229], [-0.209, -0.258, -0.429], [-1.597, -0.320, 0.134], [-2.442, -1.225, -0.614], [-3.588, -1.505, 0.149], [3.231, -0.303, 1.200], [3.510, 0.930, -0.240], [2.662, -0.510, -0.357], [1.214, 0.821, 1.697], [2.003, 2.124, 0.789], [0.583, 1.618, -1.198], [-0.330, 1.781, 0.277], [-0.333, -0.559, -1.469], [0.538, -0.937, -0.030], [-1.502, -0.586, 1.105], [-2.676, -0.707, -1.571], [-2.014, -2.204, -0.854], [-3.928, -0.707, 0.551]]}



{"formula": "C5H13NO", "method": "wB97M-V/def2-TZVPD", "lumo_ha": 0.036, "e_tot_ev": -8933.0900, "total_charge": 0, "smiles": "CC(C)CNCO", "e_above_lowest_ev": 0.9208, "homo_energy_ev": -9.274, "symbols": ["C", "C", "C", "C", "N", "C", "O", "H", "H", "H", "H", "H", "H", "H", "H", "H", "H", "H", "H", "H"], "positions_angstrom": [[-2.346, -0.728, -0.322], [-1.153, 0.230, -0.208], [-1.273, 1.096, 1.036], [0.144, -0.580, -0.279], [1.314, 0.218, 0.084], [2.542, -0.436, -0.308], [3.676, 0.243, 0.181], [-3.259, -0.145, -0.489], [-2.181, -1.403, -1.163], [-2.451, -1.292, 0.606], [-1.187, 0.882, -1.081], [-1.144, 0.541, 1.958], [-0.546, 1.919, 1.024], [-2.257, 1.582, 1.043], [0.226, -0.930, -1.323], [0.086, -1.450, 0.385], [1.232, 1.113, -0.396], [2.526, -1.432, 0.135], [2.647, -0.527, -1.402], [3.404, 1.099, 0.517]]}



{"formula": "C5H13NO", "method": "wB97M-V/def2-TZVPD", "lumo_ha": 0.028, "e_tot_ev": -8931.8475, "total_charge": 0, "smiles": "CC(C)=C(C)N.O", "e_above_lowest_ev": 2.1634, "homo_energy_ev": -7.586, "symbols": ["C", "C", "C", "C", "C", "N", "H", "H", "H", "H", "H", "H", "H", "H", "H", "H", "H", "O", "H", "H"], "positions_angstrom": [[1.081, -0.176, 2.102], [0.756, -0.141, 0.625], [-0.695, 0.330, 0.273], [1.574, -0.525, -0.358], [1.228, -0.370, -1.832], [2.909, -0.619, 0.060], [0.331, 0.446, 2.596], [2.079, 0.166, 2.192], [0.862, -1.183, 2.640], [-1.042, 0.958, 1.118], [-1.530, -0.560, 0.175], [-0.765, 1.055, -0.516], [1.761, -1.196, -2.394], [0.154, -0.434, -1.987], [1.794, 0.572, -2.208], [3.001, -1.241, 0.848], [3.662, -0.538, -0.604], [-5.738, 1.516, -1.107], [-6.151, 0.687, -1.354], [-5.270, 1.253, -0.269]]}



{"formula": "C5H13NO", "method": "wB97M-V/def2-TZVPD", "lumo_ha": 0.030, "e_tot_ev": -8930.7416, "total_charge": 0, "smiles": "C=CCCNC.O", "e_above_lowest_ev": 3.2693, "homo_energy_ev": -8.295, "symbols": ["C", "C", "C", "C", "N", "C", "H", "H", "H", "H", "H", "H", "H", "H", "H", "H", "H", "O", "H", "H"], "positions_angstrom": [[-1.047, 0.041, 1.490], [-0.047, -0.828, 1.772], [1.234, -1.003, 0.956], [1.391, -0.192, -0.315], [1.124, 1.254, -0.094], [1.147, 1.929, -1.438], [-2.063, -0.327, 1.568], [-0.824, 1.054, 1.194], [-0.115, -1.400, 2.691], [1.119, -2.079, 0.801], [2.105, -0.904, 1.615], [0.809, -0.634, -1.127], [2.445, -0.260, -0.621], [2.041, 1.561, 0.229], [2.160, 1.955, -1.854], [0.535, 1.315, -2.099], [0.778, 2.942, -1.363], [-4.550, -1.201, -1.251], [-4.014, -1.232, -0.450], [-4.230, -1.991, -1.705]]}